{
  "formula": "C3H16N2O3",
  "method": "ωB97M-V with the def2-TZVPD basis set",
  "de_lowest_kj_mol": 926.9,
  "total_energy_ev": -12484.121,
  "lumo_ev": -5.2431,
  "charge": 0,
  "species": ["C", "C", "N", "C", "N", "H", "H", "H", "H", "H", "H", "H", "H", "H", "H", "H", "H", "O", "H", "H", "O", "H", "H", "O"],
  "xyz": [[1.508330, -0.676873, 0.207407], [1.263265, 0.660646, 0.921001], [0.148165, 0.543295, 1.849626], [-0.971694, 1.296959, 1.305487], [-0.793595, -2.495323, -1.482016], [2.253902, -0.635821, -0.542668], [1.577563, -1.586824, 0.838759], [0.511678, -0.818885, -0.379740], [1.066977, 1.490533, 0.212466], [2.235699, 1.012259, 1.398944], [-0.271640, -0.392158, 1.916222], [-0.851732, 2.436468, 1.535277], [-1.080755, 1.138123, 0.200221], [-1.837829, 0.919580, 1.825352], [-1.693809, -2.476045, -2.011932], [0.166617, 1.853310, -1.699882], [0.270386, 0.552783, -2.796053], [-0.483674, 2.840262, -1.076946], [-0.964409, 3.486717, -1.466165], [-0.226802, -3.333145, -1.793431], [0.769462, 1.165402, -2.203184], [-0.887309, -2.700040, -0.517367], [-1.065102, -2.360389, 2.241079], [-0.643685, -1.920830, 1.517534]],
  "atomic_forces_ev_per_a": [[-3.062, -0.926, -0.407], [1.291, 0.922, 0.521], [-0.131, 2.318, -3.871], [0.276, 1.833, 2.451], [0.740, -1.338, -2.194], [1.089, 0.496, -0.391], [0.169, 0.808, -0.212], [1.588, 0.108, 0.774], [-0.050, -0.641, 0.333], [-0.891, -0.710, 0.218], [0.018, -3.427, 1.256], [0.003, -2.063, -0.838], [0.251, 0.613, -0.037], [-0.573, 0.071, -0.009], [1.073, -0.295, 1.015], [-0.100, -0.358, -0.988], [0.350, 1.052, 0.944], [2.002, -3.043, 2.870], [-2.487, 3.106, -2.028], [-0.987, 1.398, -0.118], [0.285, -1.308, -0.732], [-0.875, 0.274, 1.255], [-0.631, -0.210, 1.065], [0.653, 1.322, -0.876]]
}